This record from the OMol25 dataset describes a single C5H11N molecule at a distorted geometry. The level of theory is ωB97M-V with the def2-TZVPD basis set.

Each line ends with the Löwdin charge.
Element x y z (Å)
N: 0.725072 -1.319006 -1.082966  0.09
C: 1.136060 -0.308983 1.498391  -0.06
C: -0.732798 1.394752 1.227206  -0.09
C: 0.071589 0.331598 0.569500  -0.30
C: -0.093479 -0.273777 -0.637911  -0.36
C: -1.107243 0.158179 -1.689545  -0.04
H: 1.559834 -1.489507 -0.630717  0.03
H: -0.758988 -0.020916 -2.664142  0.04
H: -1.234102 1.088191 2.190037  0.09
H: 1.792059 0.437651 1.980287  0.08
H: 0.509716 -0.750015 2.306303  0.09
H: 0.720126 -1.540606 -2.045689  0.07
H: 1.795811 -1.080985 1.139805  0.04
H: -1.452325 1.302121 -1.451720  0.13
H: -1.540382 1.797910 0.739665  0.02
H: -0.133501 2.201542 1.760631  0.10
H: -1.978525 -0.522960 -1.549538  0.09

Cartesian forces, eV/Å:
N -2.0 0.4 0.0
C -1.4 1.0 1.1
C 1.4 0.0 3.5
C 1.4 -1.8 -0.5
C 0.2 1.5 0.0
C -1.8 1.6 3.2
H 1.7 -0.3 0.9
H 0.6 0.3 -1.4
H 0.3 -0.8 -0.8
H -0.4 -0.1 -0.2
H 0.7 0.0 -0.1
H 0.0 0.0 -0.7
H -0.1 -0.2 -0.4
H 0.8 -3.0 -1.0
H -1.5 1.2 -1.8
H -0.1 -0.5 -1.4
H 0.2 0.7 -0.2

Largest force on an atom: 4.0 eV/A
LUMO energy: 1.070 eV
ΔE to the lowest compared entry with this formula, charge and spin: 28.5 kcal per mole
SMILES string: CC(C)=C(C)N
Electronic energy: -6852.29279 eV
HOMO-LUMO gap: 8.46 eV
2S+1: 1


This record from the OMol25 dataset describes a single C4H8N2 molecule at a distorted geometry. The level of theory is ωB97M-V with the def2-TZVPD basis set.

Each line ends with the Löwdin charge.
Element x y z (Å)
N: -0.676356 -0.647974 0.633726  -0.07
N: -2.376353 1.528199 -1.473790  0.07
C: 0.680145 -0.712445 1.475559  -0.07
C: 0.584129 0.000769 -1.386206  -0.06
C: -0.198900 0.400734 -0.160154  -0.40
C: -1.885238 0.959530 -0.600510  -0.15
H: 1.381845 -1.335851 0.931131  0.07
H: 0.287791 -0.982467 -1.743696  0.09
H: 0.348093 0.728455 -2.167046  0.08
H: 1.142114 0.227031 1.806380  0.08
H: 0.343744 -1.226293 2.372399  0.07
H: 0.146052 1.348581 0.279193  0.12
H: -1.433065 -0.327181 1.238226  0.09
H: 1.656000 0.038912 -1.205212  0.08

Cartesian forces, eV/Å:
N 4.4 -0.1 2.6
N -1.1 0.3 -0.1
C -2.3 -1.9 0.8
C -0.5 0.5 -0.3
C -5.1 1.8 -2.1
C 3.5 0.3 -1.1
H 0.0 0.0 0.0
H 0.0 0.0 0.1
H 0.2 -0.1 0.0
H -0.4 0.1 -0.5
H 0.6 -0.3 0.2
H 0.0 -0.4 0.2
H 0.5 0.0 0.0
H 0.1 0.0 0.1

Largest force on an atom: 5.8 eV/A
LUMO energy: 0.222 eV
ΔE to the lowest compared entry with this formula, charge and spin: 71.8 kcal per mole
SMILES string: CN[C@@H](C)C#N
Electronic energy: -7254.76198 eV
HOMO-LUMO gap: 10.72 eV
2S+1: 1


This record from the OMol25 dataset describes 2 unconnected molecules or ions with the total composition C4H4Cl2O3 at a distorted geometry. The level of theory is ωB97M-V with the def2-TZVPD basis set.

Each line ends with the Löwdin charge.
Element x y z (Å)
Cl: -2.873237 1.377649 0.605302  0.65
Cl: -2.884460 -1.192351 -0.818797  0.57
O: -0.774485 -1.117595 1.250578  0.08
O: 3.232378 -0.950029 -0.250544  0.03
O: 1.293313 1.465054 -0.968786  0.09
C: -1.911917 0.251544 -0.316330  -1.08
C: 1.174503 0.261693 -0.568640  -0.11
C: -0.815756 -0.019085 0.685927  -0.32
C: 2.234516 -0.363740 0.188608  -0.29
H: -1.491541 0.673591 -1.222271  0.06
H: 2.225198 1.727188 -0.678451  0.16
H: 1.863144 -0.358776 1.279817  0.14
H: -1.271652 -1.755139 0.813591  0.03

Cartesian forces, eV/Å:
Cl -0.7 0.5 0.0
Cl 0.1 0.1 0.1
O 1.8 -0.8 2.5
O -1.7 1.3 0.8
O 2.4 1.2 0.3
C 0.6 -0.8 0.1
C -1.5 -1.7 0.0
C 1.2 3.7 -1.6
C 0.6 -1.1 0.8
H -0.2 0.2 0.1
H -1.4 0.7 -0.8
H 0.9 -0.4 -0.8
H -2.3 -2.7 -1.4

Largest force on an atom: 4.2 eV/A
LUMO energy: -0.410 eV
ΔE to the lowest compared entry with this formula, charge and spin: 122.3 kcal per mole
Electronic energy: -35393.80064 eV
HOMO-LUMO gap: 7.96 eV
2S+1: 1


This record from the OMol25 dataset describes a gas-phase ion, C11H21N2O (charge +1) at a distorted geometry. The level of theory is ωB97M-V with the def2-TZVPD basis set.

Each line ends with the Löwdin charge.
Element x y z (Å)
O: 0.011639 0.977585 3.005014  -0.06
N: 0.981636 -1.132385 -0.929140  -0.15
N: -0.766164 0.372513 -0.473983  -0.20
C: -1.462649 -0.832769 1.797580  -0.05
C: -1.126695 1.653117 0.032837  0.00
C: -0.623912 -0.706218 0.569156  -0.18
C: 1.570454 1.271403 -0.462935  0.03
C: -1.150333 0.169733 3.059237  -0.19
C: 0.413913 -1.508318 0.296912  0.05
C: 0.528709 0.662297 -2.646950  0.00
C: 0.173548 -0.274675 3.654236  -0.09
C: 0.621987 0.220969 -1.235733  -0.39
C: 2.079747 -1.663294 -1.613476  -0.05
C: -1.751850 -0.203323 -1.402118  0.02
H: 2.590324 1.128936 -0.597589  0.06
H: 2.078239 -2.716161 -1.242608  0.11
H: -1.998134 0.396216 -2.240446  0.10
H: -0.049155 1.571112 -2.829904  0.12
H: -1.467491 -1.778256 2.268904  0.12
H: -2.454685 -0.693984 1.524235  0.08
H: 1.472412 1.251999 0.537606  0.03
H: 1.439858 1.147199 -2.834828  0.09
H: -1.923015 0.163985 3.821352  0.14
H: 0.355424 -0.124502 -3.281864  0.08
H: 1.815920 -1.789014 -2.661506  0.09
H: 0.829273 -0.824907 3.024304  0.10
H: -1.158111 2.308469 -0.936935  0.15
H: 3.141341 -1.037806 -1.480064  0.16
H: 0.414464 -0.220004 4.682924  0.11
H: -2.163140 1.646272 0.330980  0.11
H: -0.503842 2.007240 0.902952  0.13
H: -1.241071 -1.129117 -1.700562  0.13
H: 0.719908 -2.370091 0.786394  0.13
H: -2.687569 -0.297041 -0.932559  0.10
H: 1.289022 2.352818 -0.791424  0.14

Cartesian forces, eV/Å:
O -1.4 1.3 0.1
N -1.4 1.1 0.4
N 0.9 -3.3 0.0
C 0.5 3.1 0.8
C -0.2 3.0 -1.2
C 1.1 -0.7 2.2
C -2.4 1.5 -3.6
C 2.3 -3.9 -0.8
C -0.6 2.6 -2.7
C 0.2 1.5 1.0
C -0.5 1.1 -1.3
C 0.7 3.2 3.3
C 2.6 -1.0 0.3
C 0.5 -0.7 -0.4
H 1.8 -0.5 -1.0
H 1.1 0.7 -0.3
H 0.5 0.9 -0.9
H -0.9 -0.5 0.3
H 0.5 -1.3 -0.1
H -2.2 0.5 -0.5
H -0.8 -0.3 3.6
H 1.9 -0.1 -0.7
H -0.2 1.3 -0.2
H -0.7 -1.5 -1.9
H 0.4 0.4 -0.2
H 0.3 -1.2 -0.1
H 0.5 -0.5 2.1
H -2.7 -1.8 -0.3
H -0.1 0.0 1.0
H -0.3 -0.3 0.3
H -0.5 -0.4 -1.3
H -1.0 0.0 -0.2
H 0.5 -1.3 0.9
H -1.0 -0.8 1.1
H 0.6 -1.9 0.4

Charge: +1
Largest force on an atom: 4.6 eV/A
LUMO energy: -2.258 eV
ΔE to the lowest compared entry with this formula, charge and spin: 116.0 kcal per mole
SMILES string: CN1C=C(C[C@H]2CO2)[N+](C)(C)C1(C)C
Electronic energy: -16764.47576 eV
HOMO-LUMO gap: 9.64 eV
2S+1: 1


What did the fourth record say?
This record from the OMol25 dataset describes a gas-phase ion, C11H21N2O (charge +1) at a distorted geometry. The level of theory is ωB97M-V with the def2-TZVPD basis set.

Each line ends with the Löwdin charge.
Element x y z (Å)
O: 0.011639 0.977585 3.005014  -0.06
N: 0.981636 -1.132385 -0.929140  -0.15
N: -0.766164 0.372513 -0.473983  -0.20
C: -1.462649 -0.832769 1.797580  -0.05
C: -1.126695 1.653117 0.032837  0.00
C: -0.623912 -0.706218 0.569156  -0.18
C: 1.570454 1.271403 -0.462935  0.03
C: -1.150333 0.169733 3.059237  -0.19
C: 0.413913 -1.508318 0.296912  0.05
C: 0.528709 0.662297 -2.646950  0.00
C: 0.173548 -0.274675 3.654236  -0.09
C: 0.621987 0.220969 -1.235733  -0.39
C: 2.079747 -1.663294 -1.613476  -0.05
C: -1.751850 -0.203323 -1.402118  0.02
H: 2.590324 1.128936 -0.597589  0.06
H: 2.078239 -2.716161 -1.242608  0.11
H: -1.998134 0.396216 -2.240446  0.10
H: -0.049155 1.571112 -2.829904  0.12
H: -1.467491 -1.778256 2.268904  0.12
H: -2.454685 -0.693984 1.524235  0.08
H: 1.472412 1.251999 0.537606  0.03
H: 1.439858 1.147199 -2.834828  0.09
H: -1.923015 0.163985 3.821352  0.14
H: 0.355424 -0.124502 -3.281864  0.08
H: 1.815920 -1.789014 -2.661506  0.09
H: 0.829273 -0.824907 3.024304  0.10
H: -1.158111 2.308469 -0.936935  0.15
H: 3.141341 -1.037806 -1.480064  0.16
H: 0.414464 -0.220004 4.682924  0.11
H: -2.163140 1.646272 0.330980  0.11
H: -0.503842 2.007240 0.902952  0.13
H: -1.241071 -1.129117 -1.700562  0.13
H: 0.719908 -2.370091 0.786394  0.13
H: -2.687569 -0.297041 -0.932559  0.10
H: 1.289022 2.352818 -0.791424  0.14

Cartesian forces, eV/Å:
O -1.4 1.3 0.1
N -1.4 1.1 0.4
N 0.9 -3.3 0.0
C 0.5 3.1 0.8
C -0.2 3.0 -1.2
C 1.1 -0.7 2.2
C -2.4 1.5 -3.6
C 2.3 -3.9 -0.8
C -0.6 2.6 -2.7
C 0.2 1.5 1.0
C -0.5 1.1 -1.3
C 0.7 3.2 3.3
C 2.6 -1.0 0.3
C 0.5 -0.7 -0.4
H 1.8 -0.5 -1.0
H 1.1 0.7 -0.3
H 0.5 0.9 -0.9
H -0.9 -0.5 0.3
H 0.5 -1.3 -0.1
H -2.2 0.5 -0.5
H -0.8 -0.3 3.6
H 1.9 -0.1 -0.7
H -0.2 1.3 -0.2
H -0.7 -1.5 -1.9
H 0.4 0.4 -0.2
H 0.3 -1.2 -0.1
H 0.5 -0.5 2.1
H -2.7 -1.8 -0.3
H -0.1 0.0 1.0
H -0.3 -0.3 0.3
H -0.5 -0.4 -1.3
H -1.0 0.0 -0.2
H 0.5 -1.3 0.9
H -1.0 -0.8 1.1
H 0.6 -1.9 0.4

Charge: +1
Largest force on an atom: 4.6 eV/A
LUMO energy: -2.258 eV
ΔE to the lowest compared entry with this formula, charge and spin: 116.0 kcal per mole
SMILES string: CN1C=C(C[C@H]2CO2)[N+](C)(C)C1(C)C
Electronic energy: -16764.47576 eV
HOMO-LUMO gap: 9.64 eV
2S+1: 1